Entry 1:
Density functional theory data (the ωB97M-V functional and the def2-TZVPD basis) for a structure of composition C26H24CsF6N6O6S4.

```
73
Properties=species:S:1:pos:R:3:mulliken_charge:R:1
H -3.04424 1.94474 7.19217 0.400
H 2.68994 -3.47691 2.34485 0.161
H 0.25009 -2.93634 6.04201 0.226
H 2.84323 -2.79305 6.07349 0.414
C -1.45646 3.25024 -2.84920 -0.403
O -2.47534 -0.70086 -1.67728 -0.606
H 1.94478 -2.51679 -0.19078 -0.131
H -2.67316 1.90637 4.72992 0.256
C -2.29531 3.06730 -1.75024 -0.282
H 5.05046 -2.24539 7.03241 0.395
C -2.89169 2.48149 0.31884 0.065
Cs -0.64142 -0.19234 0.29484 1.095
O -0.51821 -4.00392 -1.01762 -0.817
C 0.53341 -3.92511 -3.38260 0.586
F -1.75306 -1.24884 -5.29288 -0.255
S -0.41083 -3.03170 -2.07966 1.184
C -0.16484 -0.15406 5.67602 -0.512
N 3.53987 -1.63608 0.77433 -0.662
H -1.54199 0.64504 8.67201 0.368
S -4.41693 3.14190 -0.32594 -0.292
H 1.07550 -5.27407 0.77040 0.427
C -3.29098 4.21982 -4.08467 -0.463
N 0.76730 -2.12855 2.99794 0.077
F -0.09147 -5.03019 -3.76676 -0.233
H 0.55527 -3.74580 0.77912 0.183
C -2.23893 1.35812 6.76840 -0.526
S -2.64856 -1.53155 -2.83714 1.023
C -1.92061 -0.50560 -4.19148 0.672
H 5.76066 0.11764 7.23903 0.388
N -1.90934 2.50706 -0.54699 -0.357
C 4.39302 -1.44888 6.70625 -0.770
C 4.79194 -0.12647 6.82153 -0.423
C -1.00584 0.58215 4.85218 0.337
S -2.91053 1.90350 1.91460 -0.487
C -1.95629 3.82330 -4.00517 -0.559
C 3.94020 0.88428 6.39398 -0.837
O 1.50310 0.05810 3.01810 -0.699
O 0.30239 -4.24316 3.81801 -0.945
O -3.95652 -1.87992 -3.27848 -0.655
C 2.28742 -0.75063 5.75722 -0.681
H 3.48547 -3.27028 -0.50213 0.396
H -0.86902 0.60594 3.77901 0.302
C 2.56598 -3.89828 1.35384 -0.391
H 3.22372 -4.76185 1.25153 0.377
O 0.36446 -1.86583 -1.75712 -0.700
H -3.66992 4.66095 -4.99812 0.358
F -2.73261 0.50063 -4.47932 -0.200
H 0.30813 -0.66740 7.70661 0.411
C -1.39640 0.62829 7.59864 -0.864
C 3.14823 -1.75920 6.17189 -0.414
H -5.17532 4.35795 -3.05954 0.367
C -3.63729 3.47910 -1.83921 0.764
N 1.15720 -4.40017 1.28342 -0.043
N 0.57011 -2.44950 5.22470 -0.003
H 0.73358 -4.50394 2.26030 0.312
F 0.73548 -3.14874 -4.44053 -0.220
F -0.73696 -0.01842 -3.83022 -0.192
H 2.03677 1.36311 5.52587 0.499
H 2.94642 -1.09440 1.39571 0.205
C 0.51293 -3.02606 3.99133 0.147
C 2.87558 -2.82624 0.28732 0.001
F 1.72816 -4.27037 -2.87702 -0.219
H 4.24704 1.91981 6.47148 0.398
C -0.36298 -0.11644 7.05592 -0.268
C 2.69716 0.57628 5.86640 -0.220
N -1.74223 -2.81842 -2.83673 -0.572
C 1.08692 -0.95057 3.57321 -0.983
C -2.03896 1.33733 5.39792 -0.717
C 0.93676 -1.05501 5.12999 3.239
C -4.13855 4.05046 -3.00024 -0.476
H -0.42295 2.93446 -2.77655 0.418
H 4.40897 -1.83852 1.24773 0.268
H -1.30735 3.96308 -4.86103 0.358
```

Its spin multiplicity is 1. The calculation puts the frontier orbital gap at 0.2279 Ha. The energy comes out at -108776.91888 eV. Its total charge is -1. Its HOMO energy is -4.41 eV. For the molar mass, the calculation gives 891.67 g/mol. Its energy relative to the best compared isomer or geometry (same formula, charge and spin) is 19.69 kJ/mol.

Entry 2:
Density functional theory data (the ωB97M-V functional and the def2-TZVPD basis) for a cluster of 2 separate species, C23H21BCl3F3N2O in total.

```
54
Properties=species:S:1:pos:R:3:mulliken_charge:R:1
H -2.13850 0.65152 -3.03664 0.249
H 0.63035 -1.84806 3.01534 0.368
F 6.76556 -0.22554 1.42216 -0.256
H 0.70943 3.09893 0.33358 0.301
F 6.32190 0.76333 3.32629 -0.268
H 0.45566 2.03768 -1.12051 0.224
C 4.11563 -0.12370 0.61304 -1.002
O 0.09607 -0.32932 -2.56301 -0.464
H -1.04140 -2.33048 2.71218 0.463
H 2.42152 -0.62829 -0.68618 0.460
C -2.74203 -2.71410 -3.14578 -0.493
C 2.25234 0.89620 2.39933 -0.385
H -2.00116 -0.89158 3.94467 0.340
C -2.12553 0.05116 3.42758 -0.813
C -3.82851 -2.71727 -4.04712 -0.351
H -0.33924 -2.26797 -1.90568 0.480
Cl 2.53882 0.52638 -3.20285 -0.338
H -0.87842 3.02230 -0.45063 0.468
H -1.29038 -0.88547 -1.19743 -0.105
H 4.85538 -0.53646 -0.06808 0.495
C -3.73603 -0.29806 -4.22086 -0.423
C -2.75058 1.17676 3.96738 -0.676
C 2.75878 -0.22360 0.28587 0.006
C -1.52451 1.37015 1.48184 0.665
C -0.14870 -1.91138 2.23920 -1.071
H -1.88976 3.45445 1.53888 0.415
F 6.39534 1.97822 1.54901 -0.246
C -2.67807 -0.27541 -3.31158 -0.315
C 4.52327 0.53479 1.77825 0.351
N -0.39641 1.30200 0.62510 0.944
C -4.30889 -1.52080 -4.62160 -0.469
C -2.05253 2.51999 2.05199 -0.720
H -5.06776 -1.51829 -5.42587 0.336
B 1.18245 -0.74758 -3.42971 0.673
H 1.49129 1.28716 3.06311 0.488
C -1.57868 0.15722 2.15649 0.869
C -2.08602 -1.48642 -2.89900 0.775
H -4.05866 0.66957 -4.60433 0.337
H -2.33939 -3.66450 -2.74791 0.334
C 3.59367 1.04801 2.67905 -1.134
H 0.15826 -2.57224 1.41425 0.278
H -3.26482 3.25251 3.67747 0.398
C 5.99806 0.74687 2.00697 0.934
C -0.81407 -1.28663 -2.07652 -0.740
N -0.46786 -0.60232 1.69876 0.871
Cl 0.48771 -0.89163 -5.15190 -0.362
C 1.81953 0.27409 1.20142 -0.403
C -2.73101 2.40236 3.26770 -0.646
H -4.30276 -3.66772 -4.33773 0.330
C 0.01496 2.42841 -0.19853 -1.013
H -3.26494 1.10177 4.91612 0.405
Cl 2.02994 -2.42597 -3.00381 -0.369
H 3.85742 1.57498 3.59405 0.403
C 0.37326 0.26395 1.06619 -0.598
```

Its spin multiplicity is 1. The calculation puts the frontier orbital gap at 0.2632 Ha. The energy comes out at -75618.70623 eV. Its HOMO energy is -8.29 eV. For the molar mass, the calculation gives 515.60 g/mol. Its energy relative to the best compared isomer or geometry (same formula, charge and spin) is 0.00 kJ/mol.

Entry 3:
Density functional theory data (the ωB97M-V functional and the def2-TZVPD basis) for a cluster of 9 separate species, C24H45N3O18 in total.

```
90
Properties=species:S:1:pos:R:3:mulliken_charge:R:1
H 2.89634 4.20080 0.59307 0.365
C 3.77203 0.84213 -1.71896 0.326
H 4.10144 -2.89925 0.88361 0.200
H 1.89967 -1.57468 -0.23722 0.204
C 4.41886 0.84585 -0.37302 -0.308
C 4.09958 -3.48451 -0.03594 -0.348
H -2.96264 -2.04524 -2.81809 0.135
H 2.07111 -1.05476 1.50753 0.208
H 0.69037 -5.11981 1.11755 0.258
H -7.75442 -1.51622 2.68116 0.236
C 3.42317 -5.48360 1.14819 0.682
C -0.22148 -3.94216 -3.08208 0.768
C -2.72043 7.26019 -1.02214 0.456
O 0.59191 -2.89535 -3.14140 -0.360
H -1.88534 7.34359 -2.86772 0.333
C 5.52986 -0.58162 3.42831 0.682
H -8.69720 -1.10152 1.28121 0.329
O 4.40320 -5.64577 1.90925 -0.590
O 1.19096 0.31098 0.06030 -0.291
H 4.89012 2.43665 4.69594 0.249
H 2.43255 -2.12448 -2.72877 0.412
C -2.00747 -2.24515 -3.30366 -0.044
H 2.50566 -3.78963 -3.14857 0.363
C -2.71027 6.81605 -2.38888 -0.693
H -5.38482 -0.83913 -2.76844 0.345
C -3.64418 2.81710 1.52356 0.612
O 0.05634 -5.12796 -2.89713 -0.603
H -1.63758 3.29484 -1.08171 0.135
H 3.70470 1.17223 4.23471 0.285
O -5.49226 -0.44541 -0.69577 -0.103
H 3.87945 0.23074 0.34725 -0.056
O -6.73120 -1.09700 0.98036 -0.275
H -4.04192 5.55405 1.31877 0.354
O 3.24094 -4.63174 0.06329 -0.225
C 6.54466 -2.82212 3.40679 -0.568
H 4.37178 1.88437 -0.04538 0.160
C 1.94708 4.83747 -1.20297 0.193
O -0.08680 1.90714 -0.81982 -0.285
O -4.34521 2.91538 2.51440 -0.605
H -2.61693 -0.32288 1.38287 0.268
H -5.89962 0.74324 -2.29733 0.337
O -3.69238 3.62723 0.47287 -0.144
H 1.84359 -3.27016 -1.57577 -0.215
H -3.60638 7.06105 -2.95903 0.330
H -2.47917 0.50577 2.82649 0.366
H -2.00394 1.57315 -1.66233 -0.032
O -2.84907 1.80394 1.24975 -0.116
H -2.07291 -1.74561 -4.27024 0.273
H -0.93231 2.65541 -2.52984 0.359
H -1.27586 -1.67019 -2.73598 -0.050
O 6.52964 -1.44387 3.75503 -0.333
O -7.62924 -1.11457 -1.07980 -0.558
O 2.38274 -6.33515 1.18100 -0.335
N -2.72154 7.64019 0.09001 -0.486
C -7.85982 -1.71455 1.61455 -0.678
C -5.22795 -0.06741 -2.01482 -0.453
C 2.82410 3.91209 -0.45551 -0.280
O 5.64750 0.57413 4.18089 -0.319
C 1.47775 -1.01013 0.59427 -0.691
H -4.21060 0.30804 -2.12489 -0.079
C -6.72956 -0.89078 -0.31785 0.619
H 4.73074 2.00676 3.02677 0.161
C -4.37864 4.86329 0.54573 -0.928
H 5.59468 -3.27715 3.68710 0.287
H 3.69028 -2.86591 -0.83463 0.006
H -4.50544 5.41109 -0.38805 0.312
C 4.68982 1.59365 4.03462 -0.476
H 0.51959 -1.42580 0.90612 0.467
N 3.25450 0.87299 -2.75114 -0.557
H 0.49567 -6.83207 0.63249 0.276
H 2.59391 2.84718 -0.42244 -0.264
H 1.27180 -5.89232 -0.50072 0.210
N 1.31081 5.60975 -1.79739 -0.419
C -1.27386 2.37231 -1.53420 -0.286
O -1.50681 -3.59879 -3.28079 -0.355
O -0.77252 -0.25757 -0.90403 -0.577
H -7.97256 -2.77796 1.40350 0.273
C 0.03013 0.58518 -0.53258 0.625
C -3.01577 0.56172 1.87937 -0.849
H -2.52717 5.74406 -2.46244 0.133
H 6.65956 -2.95343 2.33085 0.233
C 1.87512 -3.05734 -2.64432 -0.324
H 7.30762 -3.45510 3.85995 0.309
H 3.87012 3.96530 -0.75736 0.426
H -4.02064 0.38784 2.26418 0.360
C 1.13986 -5.95440 0.57948 -0.481
H 5.14526 -3.71968 -0.23432 0.398
H -5.40056 4.72883 0.90030 0.343
H 5.42960 0.43777 -0.37423 0.519
O 4.52808 -0.94176 2.72610 -0.541
```

As for the SMILES: COC(=O)OC.COC(=O)OC.COC(=O)OC.COC(=O)OC.COC(=O)OC.COC(=O)OC.CC#N.CC#N.CC#N. Its spin multiplicity is 1. The calculation puts the frontier orbital gap at 0.3983 Ha. The energy comes out at -66938.96185 eV. Its HOMO energy is -10.78 eV. For the molar mass, the calculation gives 663.63 g/mol. Its energy relative to the best compared isomer or geometry (same formula, charge and spin) is 239.02 kJ/mol.

- What is the formula in the third record?
  C24H45N3O18